This record from the OMol25 dataset describes a cluster of 11 separate species, C6H33NO11 in total in a non-equilibrium geometry. The level of theory is ωB97M-V/def2-TZVPD.

The orbital gap comes out at 8.6 eV. The calculation puts the energy relative to the best compared isomer or geometry (same formula, charge and spin) at 8.2799 eV. For the LUMO energy, the calculation gives -0.16 eV. Its energy is -30765.01878 eV. As for the SMILES: CCCNCCC=O.O.O.O.O.O.O.O.O.O.O. The strongest force on any atom is 6.8 eV Å⁻¹.

Last column: Mulliken charge in e.
Atoms and positions in Å:
C -2.00070 3.53022 1.31097  -1.07
C -1.82118 2.10919 0.65468  0.46
C -0.50681 2.08328 -0.15337  -0.43
N 0.36843 0.98204 0.20424  -0.22
C -0.26767 -0.37175 0.10512  -0.46
C 0.58378 -1.51614 0.94596  -0.06
C 1.95786 -1.55264 0.58346  -0.30
O 2.70561 -1.46447 1.54419  -0.60
H -1.00980 3.96444 1.53868  0.38
H -2.78768 4.01160 0.80063  0.38
H -2.37245 3.49071 2.40634  0.24
H -2.66244 1.97114 -0.05260  0.28
H -2.00096 1.43019 1.55393  -0.84
H -0.77616 2.19422 -1.22268  -0.10
H 0.08332 2.98052 0.05439  0.56
H 1.24677 1.09363 -0.32131  0.14
H -1.36437 -0.17378 0.51097  0.17
H -0.28066 -0.60020 -0.90441  0.40
H 0.28512 -1.37499 1.89263  -0.02
H 0.02702 -2.48572 0.95992  0.44
H 2.47878 -1.40355 -0.39841  0.49
O 1.87535 -1.90375 4.27477  -0.61
H 1.84807 -2.34645 3.48508  0.34
H 1.95006 -0.95114 3.87747  0.31
O 0.04607 1.56662 -4.32048  -0.74
H -0.46305 1.32586 -3.48078  0.40
H 0.87261 1.81058 -3.95423  0.33
O -1.06987 -1.20072 3.03246  -0.59
H -1.21151 -0.27148 3.36603  0.30
H -1.87305 -1.63942 2.88404  0.26
O -3.39332 -3.06771 -0.35702  -0.65
H -2.65492 -2.42857 0.08418  0.35
H -4.11620 -2.58650 -0.87936  0.30
O -0.25055 -3.39678 -2.27398  -0.58
H 0.34946 -3.97341 -2.78797  0.28
H -0.14282 -2.53585 -2.66876  0.33
O 2.67888 1.70846 -2.06056  -0.65
H 3.56034 1.63238 -2.71690  0.32
H 3.18731 2.19661 -1.26727  0.35
O -2.76379 0.79274 3.69320  -0.67
H -2.10218 1.35833 3.18991  0.46
H -3.45553 0.69734 2.99096  0.34
O 4.84318 1.50212 1.05013  -0.64
H 4.57701 1.65375 1.89552  0.30
H 4.45161 0.57323 1.03544  0.33
O 0.15534 -1.18182 -4.43270  -0.64
H 0.15317 -0.16651 -4.59750  0.40
H 0.85650 -1.32997 -5.06501  0.28
O -2.49657 1.32753 -2.47804  -0.61
H -2.88290 0.39954 -2.28198  0.31
H -2.66382 1.45848 -3.41343  0.30


This record from the OMol25 dataset describes a cluster of 2 separate species, H5NO in total. The level of theory is ωB97M-V/def2-TZVPD.

The orbital gap comes out at 10.5 eV. The calculation puts the energy relative to the best compared isomer or geometry (same formula, charge and spin) at 0.1648 eV. For the LUMO energy, the calculation gives 0.89 eV. Its energy is -3618.75557 eV. As for the SMILES: N.O. The strongest force on any atom is 0.5 eV Å⁻¹.

Last column: Mulliken charge in e.
Atoms and positions in Å:
N -0.82217 0.81571 -0.97228  -0.65
H -1.14497 1.68804 -0.57244  0.21
H -0.52113 0.22427 -0.20345  0.23
H -1.59620 0.36341 -1.43993  0.21
O 1.03987 -0.78842 1.10458  -0.64
H 1.06994 -1.74918 1.02522  0.32
H 1.97466 -0.55383 1.05830  0.32


This record from the OMol25 dataset describes a cluster of 2 separate species, C3H7NO2 in total in a non-equilibrium geometry. The level of theory is ωB97M-V/def2-TZVPD.

The orbital gap comes out at 3.6 eV. The calculation puts the energy relative to the best compared isomer or geometry (same formula, charge and spin) at 8.1895 eV. For the LUMO energy, the calculation gives -5.02 eV. Its energy is -8802.33935 eV. The strongest force on any atom is 4.2 eV Å⁻¹.

Last column: Mulliken charge in e.
Atoms and positions in Å:
C -1.25618 -0.31184 -0.56651  -0.07
N -2.54894 -0.29541 -0.98255  -0.36
C 2.97144 0.48998 0.21482  0.17
O 2.03994 0.99246 -0.52287  -0.51
O 2.99804 0.31279 1.44987  -0.56
C -1.05228 -0.09977 0.95233  -1.02
H -0.54180 -1.12748 -0.82602  0.36
H -0.45525 0.45670 -0.89713  0.31
H -2.59342 -0.37394 -2.13763  0.35
H 3.61834 -0.11710 -0.45236  0.34
H -1.35587 0.93843 1.09730  0.28
H -1.79509 -0.69546 1.40494  0.35
H -0.02893 -0.16935 1.26581  0.37


This record from the OMol25 dataset describes a structure of composition H32O16Xe in a non-equilibrium geometry. The level of theory is ωB97M-V/def2-TZVPD.

The orbital gap comes out at 8.6 eV. For the LUMO energy, the calculation gives -0.87 eV. Its energy is -42242.96733 eV. The strongest force on any atom is 1.4 eV Å⁻¹.

Last column: Mulliken charge in e.
Atoms and positions in Å:
Xe 8.83411 -14.32678 14.85164  0.02
O 7.40908 -14.20661 10.76357  -0.65
H 7.61027 -14.04531 9.84176  0.27
H 7.91797 -13.54978 11.23877  0.30
O 9.38962 -17.19324 18.64458  -0.64
H 9.93892 -16.53238 19.06618  0.31
H 9.29156 -16.88468 17.74380  0.30
O 8.59761 -14.07326 18.84622  -0.61
H 7.82643 -14.37302 18.36491  0.28
H 8.25638 -13.43519 19.47284  0.32
O 5.63114 -12.28948 17.24733  -0.67
H 6.35787 -12.87998 17.04880  0.31
H 4.85455 -12.84860 17.22471  0.33
O 6.38780 -15.15855 17.34004  -0.53
H 5.74599 -15.47224 17.97716  0.25
H 6.07609 -15.49494 16.49985  0.23
O 9.90336 -17.42104 15.74262  -0.41
H 10.59183 -18.07926 15.64769  0.21
H 9.32121 -17.57361 14.99828  0.30
O 10.89952 -11.40181 13.34337  -0.59
H 11.10037 -10.57013 12.91418  0.30
H 9.94754 -11.39665 13.44309  0.24
O 8.35631 -16.91443 11.66012  -0.72
H 7.69265 -16.22555 11.69525  0.33
H 7.95950 -17.60296 11.12655  0.32
O 12.20345 -12.76266 15.52342  -0.65
H 12.21411 -12.30329 14.68372  0.30
H 11.53397 -12.30982 16.03622  0.34
O 10.01693 -11.74846 17.19260  -0.68
H 9.54040 -11.29128 16.49969  0.31
H 9.44418 -12.47481 17.43877  0.34
O 5.77326 -12.47972 14.20858  -0.65
H 5.92537 -12.13999 15.09044  0.33
H 6.40477 -12.01451 13.65994  0.34
O 5.83506 -16.81134 14.41206  -0.70
H 5.30089 -17.53794 14.09119  0.32
H 5.80176 -16.16094 13.71057  0.43
O 7.95507 -11.13795 12.87354  -0.57
H 8.32421 -10.53048 13.51459  0.32
H 7.50704 -10.57634 12.24100  0.27
O 5.66018 -14.91981 12.62353  -0.67
H 5.51507 -14.21137 13.25067  0.40
H 6.26659 -14.55122 11.98117  0.34
O 8.12582 -18.32449 13.92136  -0.80
H 7.30795 -17.97999 14.28005  0.41
H 8.28321 -17.80014 13.13618  0.44
O 12.14110 -15.30369 16.28886  -0.58
H 12.09077 -14.43743 15.88475  0.35
H 12.40495 -15.88592 15.57636  0.28


This record from the OMol25 dataset describes a cluster of 3 separate species, C20H42N6O8P2 in total in a non-equilibrium geometry. The level of theory is ωB97M-V/def2-TZVPD.

The orbital gap comes out at 7.3 eV. For the LUMO energy, the calculation gives -0.91 eV. Its energy is -65320.31332 eV. As for the SMILES: CC(=O)OC(=O)CC1=CC(=O)OC1=O.CN(C)P(=O)(N(C)C)N(C)C.CN(C)P(=O)(N(C)C)N(C)C. The strongest force on any atom is 3.9 eV Å⁻¹.

Last column: Mulliken charge in e.
Atoms and positions in Å:
C -0.20695 -5.30794 -0.99989  -0.89
C 0.16821 -3.97125 -1.58118  0.63
O 1.08763 -3.82950 -2.32895  -0.51
O -0.63754 -2.86762 -1.27873  -0.17
C -1.11677 -2.89054 0.02335  0.20
O -0.35279 -2.85170 0.92996  -0.54
C -2.60213 -2.91182 0.23728  0.63
C -3.47730 -3.40604 -0.85909  0.38
C -3.30036 -3.68821 -2.14557  0.04
C -4.60368 -4.11578 -2.71546  0.05
O -4.84169 -4.39840 -3.84651  -0.51
O -5.53679 -4.13359 -1.70207  -0.31
C -4.92878 -3.63460 -0.56295  -0.14
O -5.53802 -3.42419 0.43758  -0.51
H 0.71812 -5.79260 -0.70055  0.33
H -0.68064 -5.91271 -1.77180  0.31
H -0.85688 -5.26533 -0.13022  0.34
H -2.80366 -3.45621 1.15767  0.50
H -2.89780 -1.86990 0.44478  -0.28
H -2.39338 -3.62202 -2.71951  0.62
C -0.80108 2.21093 0.65976  -1.12
N -2.22999 2.47686 0.67486  0.29
C -2.78531 2.43933 -0.67350  -1.07
P -3.19519 1.57060 1.74668  0.07
O -3.14428 0.15892 1.27996  -0.66
N -2.51253 1.48397 3.30043  0.31
C -1.41932 2.32104 3.74984  -1.06
C -2.45600 0.15994 3.91050  -0.95
N -4.34504 2.78762 2.13443  0.20
C -5.74057 2.32993 2.06064  -0.94
C -4.22631 4.15109 1.63002  -0.97
H -0.32137 2.84667 -0.08773  0.50
H -0.58791 1.16542 0.40489  0.19
H -0.32049 2.44938 1.60186  0.21
H -3.84852 2.69172 -0.65729  0.33
H -2.68460 1.44994 -1.13627  0.25
H -2.28460 3.17828 -1.30091  0.36
H -0.44297 1.93087 3.43907  0.40
H -1.42002 2.37383 4.84120  0.35
H -1.52108 3.34452 3.38445  0.27
H -1.59567 -0.42928 3.56794  0.27
H -3.35494 -0.40955 3.69239  0.27
H -2.39108 0.27538 4.99428  0.37
H -6.08574 2.19662 1.02855  0.30
H -6.39620 3.04686 2.55465  0.36
H -5.84694 1.37480 2.57952  0.31
H -4.48217 4.26015 0.56952  0.31
H -3.22760 4.54428 1.78442  0.26
H -4.92112 4.76290 2.20910  0.40
C 6.81012 -0.09708 -1.53446  -0.92
N 5.41642 -0.49821 -1.41035  0.23
C 5.31361 -1.89814 -1.00942  -1.11
P 4.35808 0.46703 -0.48630  0.40
O 4.80522 0.39379 0.92255  -0.90
N 4.53097 2.12433 -0.85703  0.32
C 5.25454 2.62134 -2.00623  -1.07
C 4.64167 3.03089 0.27769  -1.03
N 2.94701 0.23430 -1.42876  0.34
C 1.75443 -0.11492 -0.64151  -1.22
C 2.91488 -0.54585 -2.66245  -0.90
H 7.32952 -0.82539 -2.16058  0.36
H 7.32925 -0.04070 -0.56876  0.31
H 6.90120 0.86060 -2.03445  0.22
H 4.26702 -2.21238 -0.98092  0.24
H 5.74328 -2.07706 -0.01695  0.34
H 5.82251 -2.53023 -1.73922  0.38
H 6.33516 2.68066 -1.82501  0.38
H 4.90833 3.62822 -2.25525  0.34
H 5.08038 2.00078 -2.88730  0.25
H 5.65892 3.07953 0.68711  0.29
H 3.97785 2.73058 1.08332  0.32
H 4.34566 4.03295 -0.04234  0.36
H 1.81924 -1.14055 -0.25881  0.42
H 0.84143 -0.02152 -1.22971  0.50
H 1.64895 0.54759 0.22114  0.24
H 2.95203 -1.62606 -2.48428  0.27
H 3.71394 -0.27634 -3.34565  0.27
H 1.96815 -0.32125 -3.15749  0.39


This record from the OMol25 dataset describes a structure of composition C28H31AsHgN3S in a non-equilibrium geometry. The level of theory is ωB97M-V/def2-TZVPD.

The orbital gap (spin up / spin down) comes out at 7.2 / 6.6 eV. The spin multiplicity is 2. For the LUMO energy (spin up / spin down), the calculation gives -0.06 / -1.17 eV. Its energy is -109856.45285 eV. The strongest force on any atom is 1.7 eV Å⁻¹.

Last column: Mulliken charge in e.
Atoms and positions in Å:
Hg -3.91594 0.18403 0.60065  0.09
S -2.72354 0.70263 4.11095  -0.30
C -4.06634 1.57673 3.74725  -0.08
N -3.93194 2.94543 3.51915  -0.03
C -4.98954 3.74403 3.30335  -0.02
C -6.24514 3.21303 3.31415  -0.64
C -6.33294 1.80493 3.48035  0.11
N -5.30494 1.04223 3.67175  -0.44
H -2.98504 3.30463 3.51615  0.21
H -4.78574 4.79133 3.12715  0.38
H -7.11984 3.81853 3.15865  0.37
H -7.29304 1.30453 3.43745  0.42
C -1.53004 -5.11417 -3.07475  -1.51
C -1.00074 -4.09077 -2.11815  0.71
C -1.55894 -3.90527 -0.86295  -1.05
C -1.05454 -2.95787 0.01705  0.07
C -1.67534 -2.80737 1.37405  -1.74
C 0.02616 -2.15647 -0.36925  0.69
As 0.31946 -0.52417 0.76825  0.70
N -0.62384 0.37123 -0.41915  -0.08
C -0.44684 1.26853 -1.37935  0.17
C 0.81556 1.61343 -1.92785  0.42
C 0.89856 2.27163 -3.13215  -0.85
C -0.24274 2.71813 -3.78335  -0.51
C -1.48294 2.53813 -3.17835  -0.50
C -1.58804 1.83133 -2.00925  -0.42
C 2.24716 0.07283 0.82245  0.36
C 3.33856 -0.78707 0.70585  1.10
C 3.20016 -2.28097 0.70715  -1.91
C 4.62326 -0.25507 0.63625  -0.77
C 4.85546 1.10493 0.73665  0.57
C 6.23536 1.67693 0.60715  -1.56
C 3.77196 1.93193 1.00655  -0.81
C 2.48196 1.43143 1.07715  0.29
C 1.36306 2.35383 1.46135  -1.81
C 0.60416 -2.34027 -1.62505  1.65
C 1.76636 -1.55387 -2.15325  -1.69
C 0.09066 -3.31757 -2.46865  -0.85
H -2.40374 -5.61317 -2.66455  0.35
H -0.76074 -5.86107 -3.26975  0.33
H -1.79824 -4.65237 -4.02465  0.34
H -2.42644 -4.48687 -0.57985  0.29
H -2.46044 -3.54147 1.53475  0.39
H -2.10524 -1.80777 1.48335  0.23
H -0.92054 -2.91977 2.15465  0.35
H 1.71806 1.27833 -1.43655  0.58
H 1.86816 2.44613 -3.57725  0.43
H -0.17514 3.20943 -4.74195  0.40
H -2.36934 2.95403 -3.63895  0.40
H -2.55234 1.66603 -1.53995  0.07
H 2.15976 -2.58577 0.79535  0.28
H 3.74586 -2.68387 1.55935  0.55
H 3.62186 -2.72247 -0.19425  0.31
H 5.45866 -0.92857 0.50415  0.36
H 6.96576 0.89563 0.40895  0.34
H 6.51816 2.19953 1.52105  0.36
H 6.27166 2.39353 -0.21365  0.33
H 3.93916 2.98843 1.16685  0.40
H 1.76396 3.29613 1.82785  0.46
H 0.76236 1.90103 2.25505  0.40
H 0.71006 2.56713 0.61385  0.26
H 2.17966 -0.88657 -1.40765  -0.43
H 1.45236 -0.95817 -3.01035  0.45
H 2.55746 -2.22657 -2.48625  0.58
H 0.53926 -3.44617 -3.44495  0.45